# 1
{
  "formula": "C47H50Ge2HgN8O6Se",
  "method": "ωB97M-V/def2-TZVPD",
  "symbols": ["H", "Hg", "Ge", "H", "C", "C", "N", "C", "O", "C", "C", "O", "C", "H", "H", "H", "N", "H", "C", "H", "C", "H", "N", "C", "C", "C", "C", "Se", "C", "C", "C", "H", "H", "N", "C", "H", "H", "O", "H", "C", "H", "C", "H", "H", "O", "C", "H", "H", "C", "H", "C", "H", "C", "H", "H", "C", "C", "C", "C", "C", "H", "C", "C", "H", "C", "C", "H", "H", "C", "H", "C", "H", "N", "H", "C", "N", "Ge", "H", "O", "H", "H", "H", "H", "H", "O", "H", "C", "C", "H", "C", "H", "H", "H", "C", "H", "C", "H", "C", "C", "H", "C", "C", "C", "H", "H", "H", "C", "C", "C", "H", "H", "H", "N", "H", "N"],
  "coordinates": [[4.11, 0.38, 2.81], [0.58, -0.06, 0.35], [0.26, 1.74, 2.09], [0.02, 6.28, 0.03], [-1.08, 2.08, -3.30], [2.79, -2.00, -5.49], [-0.34, -2.04, -0.38], [-1.78, -0.48, 5.83], [-3.28, 5.74, -5.25], [-3.83, -1.08, 0.14], [-2.35, -0.96, -0.15], [-4.08, 3.76, -5.56], [-2.17, 3.97, -4.26], [-4.99, 2.36, 3.31], [-2.75, -1.69, 4.34], [-1.45, -4.50, -0.77], [0.24, -2.57, 2.64], [-2.89, 1.97, -4.48], [-1.89, 5.91, 0.90], [-0.67, 0.88, 7.06], [4.00, -3.43, -0.11], [5.04, -4.65, -3.27], [4.18, -1.32, 4.11], [1.04, 2.35, -1.94], [0.73, -3.77, 4.63], [-4.35, 3.09, 2.83], [1.82, 2.65, 2.93], [3.48, -0.21, -2.49], [-0.60, 0.87, 3.65], [-5.88, -2.34, 0.37], [3.37, 1.02, -4.01], [-1.45, -3.18, 1.63], [5.11, -1.33, 4.48], [-1.75, -2.11, -0.33], [-0.67, -4.18, -1.47], [4.80, -2.74, -0.37], [-1.01, 1.02, -3.09], [-1.86, 0.21, -0.14], [5.79, -0.62, -3.50], [-2.70, 4.97, 1.58], [2.53, 2.95, 2.17], [-0.32, 1.24, 4.97], [0.56, 4.92, -2.52], [-1.32, 5.90, -3.89], [2.61, -1.57, 0.27], [-2.17, 3.70, 1.93], [-2.68, 1.79, 2.80], [-6.41, -3.29, 0.30], [2.65, -2.73, -0.22], [-1.98, -4.97, 3.32], [-0.07, 4.32, 0.94], [4.14, -3.72, 0.94], [-1.48, -0.20, 3.45], [-5.90, 4.62, 2.72], [-3.99, -3.16, -0.27], [0.21, -3.12, -0.85], [-2.07, -0.87, 4.52], [-0.20, 4.30, -2.97], [-4.05, 5.28, 1.89], [-0.90, 0.58, 6.04], [1.37, -3.92, 5.48], [3.60, -0.46, 3.26], [-4.53, -2.28, 0.05], [2.37, 0.96, -4.44], [1.01, -2.78, 3.69], [-4.86, 4.37, 2.50], [2.99, -1.26, -6.26], [0.94, 4.09, 0.63], [-2.12, 2.60, -4.06], [-6.38, 0.90, 1.22], [4.14, -4.29, -3.77], [2.33, -2.87, -5.95], [-0.34, -4.55, 4.51], [1.86, -4.43, -1.19], [-0.81, 3.38, 1.62], [2.36, -0.82, 3.03], [4.44, -2.53, -4.57], [-2.22, -1.00, 6.66], [1.85, 3.16, -1.46], [0.35, 2.07, 5.16], [-2.31, 6.87, 0.63], [5.51, -3.48, -6.68], [4.07, -4.33, -0.73], [-3.96, 0.99, 0.61], [1.06, 1.09, -1.87], [-7.60, -1.25, 1.06], [-1.11, -4.34, 3.44], [-3.05, 2.78, 2.55], [2.31, 1.99, 3.64], [-1.23, 4.83, -3.72], [-0.07, -5.04, -1.78], [-4.44, 6.25, 1.61], [3.54, 2.04, -3.65], [-0.82, -3.36, 2.50], [5.32, -1.85, -2.32], [-6.55, -1.20, 0.80], [3.34, -4.22, -3.04], [2.23, -1.94, 3.77], [-4.52, 0.06, 0.56], [4.11, 0.76, -4.76], [-5.86, 0.00, 0.89], [-0.60, 5.58, 0.57], [1.60, -3.45, -0.79], [5.99, -1.79, -6.48], [2.10, -1.58, -4.76], [3.85, -5.02, -4.54], [-0.11, 2.92, -2.77], [4.97, -1.28, -3.19], [5.83, -2.73, -5.95], [6.78, -3.05, -5.52], [-1.71, -0.52, 2.44], [-1.19, -3.76, -2.33], [-3.26, 4.53, -5.08], [1.47, 3.55, 3.45], [3.30, -2.30, 4.45]],
  "mulliken_charge": [0.584, 3.240, 0.749, 0.384, -0.013, -1.034, 0.970, -0.865, -0.648, 0.585, -0.742, -0.639, 0.141, 0.480, 0.457, 0.203, 0.895, 0.469, -1.069, 0.348, -1.505, 0.335, 0.101, 0.448, -0.551, -0.725, -1.877, 0.291, 1.176, -0.651, -1.189, 0.155, 0.183, -0.445, -1.554, 0.249, 0.459, -0.689, 0.483, 1.195, 0.377, -0.786, 0.490, 0.459, -0.785, 0.880, 0.670, 0.373, 0.926, 0.422, -0.281, 0.378, -0.269, 0.365, 0.420, -0.013, -0.891, -0.134, -0.839, -0.736, 0.460, -0.654, -0.350, 0.226, 0.536, -0.634, 0.327, 0.181, -0.590, 0.441, -0.803, 0.433, -0.700, 0.022, 0.006, 0.530, 0.475, 0.334, -0.926, 0.289, 0.310, 0.347, 0.281, 0.550, -1.278, 0.368, -0.644, -0.671, 0.519, -0.670, 0.423, 0.341, 0.374, -0.112, 0.188, -0.406, -0.012, -0.231, -0.357, 0.431, -0.757, -0.987, -1.119, 0.358, 0.166, 0.432, 0.054, -0.821, -1.265, 0.364, -0.019, 0.280, 1.013, 0.423, -0.887],
  "total_charge": -2,
  "homo_ha": -0.06235,
  "max_force_ev_per_a": 0.5,
  "total_energy_ev": -256309.290
}


# 2
{
  "formula": "HO2PS",
  "method": "ωB97M-V/def2-TZVPD",
  "symbols": ["O", "O", "P", "H", "S"],
  "coordinates": [[-1.33, 1.50, -0.03], [-0.12, -0.91, -0.05], [1.39, -1.00, -0.03], [1.63, 0.34, 0.12], [-1.56, 0.07, -0.01]],
  "nbo_charge": [-0.796, -1.009, 0.712, -0.132, 1.225],
  "homo_ha": [-0.33991, -0.28701],
  "max_force_ev_per_a": 6.2,
  "de_lowest_ev": 2.765,
  "total_energy_ev": -24232.451
}


# 3
{
  "formula": "C5H13N2O",
  "method": "ωB97M-V/def2-TZVPD",
  "symbols": ["H", "H", "H", "H", "N", "H", "C", "H", "H", "H", "H", "H", "H", "C", "O", "N", "H", "H", "C", "C", "C"],
  "coordinates": [[2.09, 1.36, -1.61], [-1.86, -1.50, 0.78], [2.86, 0.33, -0.25], [-0.04, 0.81, -0.98], [-1.72, -0.40, -0.96], [-1.02, 2.05, 2.15], [-1.24, -1.36, -0.08], [-1.11, -0.30, -1.81], [-0.68, 2.23, 0.37], [1.67, -1.77, 1.20], [1.18, 0.86, 1.70], [2.28, -0.44, -1.70], [-0.99, -2.32, -0.47], [-0.84, 1.51, 1.17], [0.79, -1.89, 0.81], [0.73, 0.27, -0.42], [-2.70, -0.61, -1.30], [-1.85, 0.97, 0.96], [0.11, -0.81, 0.44], [2.03, 0.41, -1.02], [0.31, 0.58, 1.02]],
  "nbo_charge": [0.254, 0.230, 0.234, 0.465, -0.856, 0.272, -0.235, 0.359, 0.223, 0.503, 0.254, 0.245, 0.214, -0.661, -0.653, -0.447, 0.410, 0.257, 0.440, -0.444, -0.063],
  "total_charge": 1,
  "homo_ha": -0.51105,
  "max_force_ev_per_a": 4.1,
  "de_lowest_ev": 3.212,
  "total_energy_ev": -10414.984
}


# 4
{
  "formula": "C24H43BrP2Ru",
  "method": "ωB97M-V/def2-TZVPD",
  "symbols": ["H", "H", "H", "H", "C", "H", "H", "P", "H", "C", "H", "C", "H", "C", "H", "H", "H", "Ru", "H", "C", "C", "H", "H", "C", "H", "H", "H", "C", "H", "H", "H", "H", "H", "H", "C", "C", "H", "C", "H", "H", "C", "C", "C", "P", "C", "C", "H", "C", "H", "H", "H", "C", "H", "H", "H", "H", "C", "C", "H", "C", "Br", "H", "H", "C", "H", "H", "H", "H", "C", "H", "C"],
  "coordinates": [[0.88, -2.30, -1.21], [-1.94, 3.07, -0.67], [-3.48, -2.26, 1.51], [-1.02, -3.28, -0.39], [-0.48, -2.09, -2.88], [2.30, -4.16, -3.06], [-3.93, 2.93, 2.27], [1.60, -0.69, 0.28], [-3.11, 1.01, 4.39], [-0.53, -2.62, 0.33], [-0.07, -3.85, -4.07], [-2.01, 2.04, 2.08], [2.05, 1.30, -1.09], [0.31, -3.34, -3.17], [1.61, -3.09, 0.17], [-1.67, 4.40, 0.47], [2.85, -0.60, -4.97], [-0.15, 0.62, 0.73], [-3.67, 2.09, 0.74], [3.33, -0.51, 0.71], [1.58, 3.16, 1.60], [-3.96, 1.17, 2.24], [3.35, -0.19, -2.30], [-3.46, 2.05, 1.81], [0.30, 1.39, -0.85], [1.68, 4.11, 2.14], [2.09, -3.01, -4.40], [0.75, -0.72, -4.57], [-0.84, 0.00, -3.21], [0.91, 0.17, -1.93], [3.52, 0.53, 1.02], [0.63, 3.07, 5.07], [-2.28, -0.13, -1.60], [-1.41, -2.28, -2.33], [0.90, -2.31, -0.13], [2.68, -0.85, -2.86], [0.72, 1.31, 5.11], [-0.97, 2.53, 1.17], [3.97, -0.76, -0.15], [0.36, 0.05, -5.26], [-0.04, 2.11, 3.28], [1.86, -3.18, -3.34], [1.16, 0.66, -0.99], [-1.60, -1.13, 0.53], [-1.42, 1.81, 3.34], [-2.76, -0.76, -0.83], [-3.61, -0.19, -0.42], [2.52, -2.14, -2.49], [0.80, -1.65, -5.13], [2.22, 0.81, -4.11], [-2.12, -2.10, 2.69], [-0.22, -0.89, -3.43], [-1.54, 0.74, 5.19], [1.64, 3.37, 0.53], [2.42, 2.53, 1.90], [1.90, 2.24, 4.15], [-2.69, -1.59, 1.91], [0.85, 2.18, 4.46], [-3.17, -0.70, 2.34], [0.30, 2.50, 1.94], [0.78, -0.83, 2.83], [-2.29, 2.34, 5.23], [-0.30, 3.77, -0.45], [-2.13, 1.46, 4.60], [-0.49, -3.13, 1.29], [3.04, -2.54, -1.61], [-3.13, -1.68, -1.30], [3.55, -1.16, 1.56], [-1.23, 3.48, 0.06], [0.13, -4.05, -2.35], [2.18, -0.29, -4.15]],
  "lowdin_spin": [0.002, 0.007, 0.004, 0.002, 0.000, 0.000, 0.008, 0.077, 0.001, 0.025, 0.000, 0.186, 0.020, 0.001, 0.002, 0.014, 0.000, 1.925, 0.001, 0.010, 0.032, 0.003, 0.000, 0.019, 0.028, 0.012, 0.000, 0.000, 0.000, 0.010, 0.000, 0.018, 0.005, 0.000, 0.023, 0.002, 0.010, 0.208, 0.000, 0.000, 0.300, 0.001, 0.099, 0.129, 0.250, 0.042, 0.000, 0.005, 0.000, 0.000, 0.000, 0.000, 0.008, 0.001, 0.005, 0.001, 0.016, 0.044, 0.001, 0.168, 0.178, 0.015, 0.000, 0.035, 0.002, 0.000, 0.008, 0.003, 0.040, 0.000, 0.000],
  "total_charge": 2,
  "homo_ha": [-0.46939, -0.53054],
  "max_force_ev_per_a": 2.3,
  "total_energy_ev": -116769.032,
  "spin_multiplicity": 5
}


What is the formula in the second record? HO2PS